1.
Computed, not measured: C9H14N4 as an isolated structure at a distorted geometry, with wB97M-V/def2-TZVPD.

Properties
Multiplicity   1
Kohn-Sham gap   7.2901 eV
Relative energy (zero: lowest compared OMol25 entry of this formula, charge and spin)   8.657 eV
E_LUMO   0.021 Ha
Max |F|   7.81 eV Å⁻¹

The geometry in XYZ format:
```
27
C9H14N4 | the Open Molecules 2025 dataset | wB97M-V/def2-TZVPD
C 2.39 -2.19 -0.35
C 0.17 0.15 1.91
C -0.29 0.21 0.28
C 0.30 -0.88 -0.55
C 2.20 0.23 -0.38
C 1.53 1.71 -0.41
C 0.04 1.65 -0.22
C -2.64 -0.51 0.87
C -3.26 -0.22 -1.07
H 1.83 -3.05 -0.77
H 3.39 -2.22 -0.16
H 0.07 -0.95 2.31
H -0.63 0.84 2.19
H 0.26 -0.77 -1.60
H -0.32 -1.87 -0.38
H 3.20 0.36 -0.84
H 1.15 0.64 2.22
H 1.77 2.13 -1.57
H 1.89 2.83 0.41
H -0.71 1.77 -1.25
H -0.17 2.53 0.57
H -2.61 -0.84 1.89
H -3.86 -0.07 -1.92
N 1.78 -0.99 -0.20
N -1.72 0.09 0.11
N -3.76 -0.93 0.07
N -1.99 0.36 -1.17
```

Atomic partial charges in e from the Mulliken method, atoms 1 to 6: number 1, C, carries -0.5731; number 2, C, carries -1.3826; number 3, C, carries 0.7792; number 4, C, carries -1.1391; number 5, C, carries -0.7820; number 6, C, carries -0.2786


2.
Computed, not measured: a 2-piece molecular cluster, C9H14N4 overall at a distorted geometry, with wB97M-V/def2-TZVPD.

Properties
Multiplicity   2
Kohn-Sham gap (spin up / spin down)   8.4346 / 4.3778 eV
Total charge   +1
Relative energy (zero: lowest compared OMol25 entry of this formula, charge and spin)   0.058 eV
E_LUMO (spin up / spin down)   -0.126 / -0.275 Ha
Max |F|   3.03 eV Å⁻¹

The geometry in XYZ format:
```
27
C9H14N4 | the Open Molecules 2025 dataset | wB97M-V/def2-TZVPD
C -0.89 1.25 0.70
C -2.10 1.17 1.67
C -1.47 0.80 -0.61
C -1.53 1.47 -1.80
C -2.30 -0.59 -2.01
N -1.97 -0.48 -0.77
N -2.08 0.57 -2.72
H -0.55 2.28 0.67
H -0.12 0.59 1.11
H -2.63 0.23 1.66
H -1.36 2.48 -2.11
H -2.59 -1.50 -2.50
H -2.13 0.88 -3.68
H -2.74 2.06 1.72
H -1.83 1.42 2.72
C 3.16 -0.58 2.74
C 2.37 0.20 0.27
C 2.43 -0.67 1.43
C 1.18 -1.60 0.03
N 1.61 -0.50 -0.62
N 1.59 -1.74 1.26
H 2.81 1.18 0.20
H 1.36 -0.20 -1.56
H 2.42 -0.13 3.41
H 3.94 0.17 2.61
H 0.57 -2.38 -0.42
H 3.60 -1.51 3.07
```

Atomic partial charges in e from the Mulliken method, atoms 1 to 6: number 1, C, carries 0.2018; number 2, C, carries -1.3812; number 3, C, carries 0.6306; number 4, C, carries -0.8428; number 5, C, carries -0.2563; number 6, N, carries -0.5331


3.
Computed, not measured: an isolated ion of composition C9H14NO and charge +1 at a distorted geometry, with wB97M-V/def2-TZVPD.

Properties
Multiplicity   1
Kohn-Sham gap (spin up / spin down)   7.5555 / 8.1218 eV
Total charge   +1
Relative energy (zero: lowest compared OMol25 entry of this formula, charge and spin)   6.325 eV
E_LUMO (spin up / spin down)   -0.165 / -0.151 Ha
Max |F|   4.27 eV Å⁻¹

The geometry in XYZ format:
```
25
C9H14NO | the Open Molecules 2025 dataset | wB97M-V/def2-TZVPD
C 0.79 1.47 1.43
C 0.89 0.63 0.49
C 0.95 2.22 2.51
C -2.22 0.39 -0.45
C 2.74 -0.96 0.27
C 1.97 -1.52 -0.86
C 1.14 -0.31 -1.69
C -3.59 -0.07 0.04
C -1.03 -0.57 -0.30
N 0.24 0.18 -0.64
O -1.98 1.34 -1.18
H 1.19 3.19 2.70
H 0.60 1.67 3.32
H 3.50 -0.19 0.07
H 2.64 -1.15 1.33
H 2.58 -1.91 -1.66
H 1.12 -2.17 -0.56
H 2.02 0.35 -1.90
H 0.52 -0.62 -2.55
H -4.47 -0.19 -0.54
H -3.31 -0.89 0.62
H -3.92 0.65 0.88
H -1.20 -1.50 -0.99
H -0.86 -1.07 0.64
H -0.30 1.03 -1.02
```

Atomic partial charges in e from the Mulliken method, atoms 1 to 6: number 1, C, carries -0.0732; number 2, C, carries 0.2611; number 3, C, carries -1.0949; number 4, C, carries 0.8772; number 5, C, carries -0.6862; number 6, C, carries -0.3327


4.
Computed, not measured: a 2-piece molecular cluster, C9H14NO2S overall at a distorted geometry, with wB97M-V/def2-TZVPD.

Properties
Multiplicity   1
Kohn-Sham gap   6.2359 eV
Total charge   +1
Relative energy (zero: lowest compared OMol25 entry of this formula, charge and spin)   4.534 eV
E_LUMO   -0.255 Ha
Max |F|   4.10 eV Å⁻¹

The geometry in XYZ format:
```
27
C9H14NO2S | the Open Molecules 2025 dataset | wB97M-V/def2-TZVPD
C 0.39 1.94 2.26
C 2.39 0.97 1.26
C -0.37 1.04 1.47
C 1.53 0.14 0.57
C 1.77 1.95 2.10
C 2.54 2.94 2.83
C -2.40 -2.51 -2.58
C -1.05 -0.28 -2.31
C -1.79 -1.44 -1.71
N 0.18 0.18 0.68
O -1.46 -3.40 0.35
O 0.42 -2.82 -1.23
S -0.82 -2.49 -0.54
H -0.11 2.65 2.79
H 3.39 0.83 1.12
H -1.41 0.89 1.42
H 1.91 -0.67 -0.23
H 3.46 2.72 3.21
H 2.61 3.75 2.15
H 2.02 3.40 3.73
H -1.90 -2.74 -3.48
H -2.40 -3.50 -2.29
H -3.46 -2.35 -2.97
H -0.51 0.09 -1.50
H -1.85 0.43 -2.78
H -0.52 -0.70 -3.12
H -2.57 -1.03 -1.19
```

Atomic partial charges in e from the Mulliken method, atoms 1 to 6: number 1, C, carries -0.8336; number 2, C, carries -0.8843; number 3, C, carries -0.3751; number 4, C, carries 0.1018; number 5, C, carries 1.0125; number 6, C, carries -1.4976


5.
Computed, not measured: an isolated ion of composition C9H14NO3 and charge -1 at a distorted geometry, with wB97M-V/def2-TZVPD.

Properties
Multiplicity   1
Kohn-Sham gap   7.5994 eV
Total charge   -1
Relative energy (zero: lowest compared OMol25 entry of this formula, charge and spin)   0.150 eV
SMILES   CC(C)(C)[C@@]1(C)CC(=O)N1C(=O)[O-]
E_LUMO   0.115 Ha
Max |F|   5.10 eV Å⁻¹

The geometry in XYZ format:
```
27
C9H14NO3 | the Open Molecules 2025 dataset | wB97M-V/def2-TZVPD
C -2.00 1.49 -0.26
C -2.59 -1.06 0.17
C -0.60 1.97 0.20
C -0.10 0.49 0.37
C -0.26 0.04 1.84
C 2.37 0.32 -0.09
C 0.67 -0.07 -1.96
C 0.84 -1.74 -0.05
C 0.93 -0.24 -0.46
N -1.70 0.15 -0.18
O -2.20 -2.07 -0.39
O -3.01 1.96 -0.70
O -3.44 -0.92 1.01
H -0.04 2.64 -0.51
H -0.67 2.41 1.17
H -0.54 -1.04 1.83
H -0.99 0.74 2.40
H 0.55 0.20 2.52
H 2.96 -0.37 -0.73
H 2.65 0.25 0.98
H 2.78 1.39 -0.43
H -0.43 -0.35 -1.90
H 0.89 0.89 -2.52
H 1.29 -0.88 -2.47
H 1.66 -2.28 -0.45
H -0.06 -2.02 -0.43
H 1.03 -1.90 1.05
```

Atomic partial charges in e from the Mulliken method, atoms 1 to 6: number 1, C, carries 0.3710; number 2, C, carries 0.3861; number 3, C, carries -0.9939; number 4, C, carries 0.4430; number 5, C, carries -1.6490; number 6, C, carries -1.4733


Among the records above, which one has the lowest max |F|? number 2


Which of these has the lowest relative energy (zero: lowest compared OMol25 entry of this formula, charge and spin)? number 2


Which value of max |F| does entry 5 give? 5.10 eV Å⁻¹


The highest max |F| belongs to which entry? number 1